No. 1
94
Properties=species:S:1:pos:R:3:forces:R:3:lowdin_spin:R:1 method="wB97M-V/def2-TZVPD" s_squared=3.760 total_energy_ha=-4261.305038 total_charge=0 multiplicity=4 e_lumo_ev="0.0 / 0.0" orbital_gap_ev="6.09 / 6.15" homo_energy_ev="-6.085 / -6.143"
Co 0.475 0.504 0.147 0.4 0.2 0.0 2.698
C -1.381 3.111 4.801 -0.1 0.0 0.6 0.000
N -1.140 2.918 3.399 0.3 -0.4 -0.5 0.002
C -1.583 3.678 2.359 0.0 0.1 -0.3 0.001
C -1.058 3.129 1.222 -0.3 0.4 -0.1 0.002
N -0.311 2.047 1.548 0.1 -0.6 0.2 0.022
C -0.375 1.933 2.859 0.2 0.0 0.5 0.004
P 0.465 0.703 3.893 -0.1 -0.2 -0.7 0.000
C -0.310 -0.805 3.233 0.2 0.1 0.4 0.001
N -0.178 -1.295 2.018 0.1 0.5 0.1 0.020
C -0.775 -2.508 2.042 -0.2 -0.4 0.2 0.001
C -1.269 -2.762 3.292 -0.1 -0.2 -0.2 0.001
N -0.975 -1.670 4.046 0.1 0.1 -0.5 0.000
C -1.365 -1.425 5.406 0.0 0.1 0.6 0.000
C 1.983 0.539 2.911 0.0 0.1 0.4 0.003
N 2.117 0.266 1.624 -0.3 0.3 0.2 0.029
C 3.449 0.182 1.395 0.3 -0.1 0.0 0.001
C 4.132 0.401 2.559 0.2 -0.2 -0.3 0.001
N 3.196 0.622 3.520 -0.3 0.0 -0.5 0.001
C 3.425 0.824 4.924 0.1 0.1 0.6 0.000
H -1.938 4.033 4.957 0.0 0.0 -0.1 0.000
H -1.956 2.280 5.218 0.0 0.1 0.0 0.000
H -0.430 3.174 5.338 -0.2 0.1 0.0 0.000
H -2.218 4.528 2.501 -0.1 0.2 0.1 0.000
H -1.176 3.433 0.201 -0.1 0.1 -0.3 0.000
H -0.802 -3.139 1.180 -0.2 -0.1 0.0 0.000
H -1.800 -3.607 3.678 -0.1 -0.1 0.1 0.000
H -2.075 -2.190 5.716 0.0 0.1 0.0 0.000
H -0.499 -1.449 6.074 -0.1 0.0 0.0 0.000
H -1.834 -0.441 5.479 0.0 -0.2 0.1 0.000
H 3.837 -0.032 0.419 0.1 0.1 -0.1 0.000
H 5.181 0.420 2.773 0.2 0.0 0.0 0.000
H 4.494 0.908 5.108 0.0 0.0 -0.1 0.000
H 2.932 1.737 5.265 0.1 -0.1 0.0 0.000
H 3.034 -0.018 5.503 0.1 0.1 -0.1 0.000
O -1.411 3.106 -2.267 0.0 0.1 -0.1 0.011
C -1.371 1.898 -2.084 0.0 0.5 -0.2 0.006
O -1.194 1.328 -0.947 0.0 0.2 0.4 0.029
C -1.537 0.910 -3.194 0.1 -0.1 0.0 0.001
C -1.790 1.320 -4.492 0.0 0.1 0.1 0.000
C -1.844 0.386 -5.509 0.0 0.0 0.0 0.002
C -1.605 -0.948 -5.220 -0.1 0.0 -0.1 0.000
C -1.362 -1.357 -3.921 0.0 -0.1 0.1 0.002
C -1.361 -0.438 -2.879 0.2 0.3 -0.3 0.001
P -1.088 -0.868 -1.124 -0.8 -1.0 -0.2 0.026
C -2.787 -0.642 -0.434 0.1 0.0 0.0 0.004
C -2.926 -0.178 0.869 0.1 0.0 -0.1 0.001
C -4.169 0.055 1.422 0.0 0.0 0.1 0.000
C -5.313 -0.212 0.689 -0.1 0.0 0.0 0.000
C -5.189 -0.667 -0.612 -0.2 0.0 -0.1 0.000
C -3.939 -0.849 -1.181 0.1 0.0 0.0 0.001
C -1.138 -2.748 -1.288 0.2 0.3 0.2 0.009
C -0.011 -3.456 -0.882 0.0 0.1 -0.2 0.000
C 0.058 -4.836 -0.967 0.1 -0.1 0.0 0.000
C -1.031 -5.551 -1.432 0.0 -0.1 0.0 0.000
C -2.174 -4.868 -1.811 -0.2 0.0 -0.1 0.001
C -2.223 -3.487 -1.748 -0.1 -0.1 0.0 0.002
H -1.935 2.375 -4.670 0.0 0.1 0.0 0.000
H -2.053 0.695 -6.523 0.0 0.0 -0.1 0.000
H -1.607 -1.679 -6.017 0.0 -0.1 0.0 0.000
H -1.155 -2.397 -3.730 0.0 -0.1 0.0 0.000
H -2.034 0.040 1.430 0.0 0.1 0.1 0.000
H -4.240 0.459 2.422 0.0 0.0 0.1 0.000
H -6.290 -0.048 1.120 -0.1 0.0 0.0 0.000
H -6.073 -0.869 -1.197 -0.1 0.0 -0.1 0.000
H -3.869 -1.126 -2.223 0.0 0.0 -0.1 0.000
H 0.821 -2.906 -0.467 0.1 0.0 0.0 0.000
H 0.960 -5.350 -0.668 0.1 0.0 0.1 0.000
H -0.991 -6.629 -1.497 0.0 -0.1 0.0 0.000
H -3.040 -5.410 -2.165 -0.1 -0.1 0.0 0.000
H -3.125 -2.989 -2.066 0.0 0.0 0.0 0.000
C 1.969 -1.116 -4.917 0.1 -0.2 0.0 0.008
C 1.816 -1.798 -3.721 0.1 -0.1 -0.3 -0.001
C 1.790 -1.113 -2.526 0.2 0.4 0.1 0.006
C 1.902 0.282 -2.486 0.1 -0.4 -0.7 0.003
C 2.096 0.958 -3.704 -0.2 -0.1 0.1 0.007
C 2.117 0.263 -4.894 0.1 0.0 -0.1 0.000
N 1.823 0.949 -1.286 -0.7 -0.1 0.7 0.061
C 2.763 1.908 -1.044 0.7 0.4 0.0 0.005
C 4.081 1.773 -1.531 -0.1 0.0 0.1 0.009
C 5.066 2.666 -1.175 0.0 0.0 0.0 0.000
C 4.780 3.740 -0.347 0.0 0.2 0.2 0.010
C 3.481 3.907 0.115 0.3 0.1 0.1 0.000
C 2.487 3.013 -0.222 -0.1 -0.3 -0.2 0.008
H 2.000 -1.653 -5.854 0.0 0.0 -0.1 0.001
H 1.720 -2.874 -3.724 0.0 -0.1 0.0 0.000
H 1.734 -1.635 -1.586 0.0 0.0 0.0 0.000
H 2.215 2.032 -3.704 -0.1 0.1 0.1 0.000
H 2.257 0.797 -5.824 0.0 0.1 -0.1 0.000
H 4.319 0.930 -2.165 0.0 0.0 0.0 0.000
H 6.073 2.522 -1.540 0.1 0.0 -0.1 0.000
H 5.555 4.439 -0.070 0.0 0.1 0.0 0.001
H 3.250 4.760 0.739 -0.1 0.1 0.1 0.000
H 1.473 3.155 0.124 -0.1 0.1 0.0 0.000


No. 2
23
Properties=species:S:1:pos:R:3:forces:R:3:mulliken_charge:R:1 method="wB97M-V/def2-TZVPD" total_energy_ha=-876.748705 total_charge=0 de_lowest_ev=5.576 e_lumo_ev="-0.9 / -0.9" orbital_gap_ev="7.58 / 7.58" homo_energy_ev="-8.458 / -8.460"
C 0.974 2.552 0.118 0.5 0.6 -0.4 -0.932
C -0.131 -1.389 1.887 -0.5 -0.3 -2.0 -1.300
C 0.230 -0.852 -2.425 0.7 -1.8 1.0 -0.745
C 0.570 1.549 1.108 -0.7 -0.7 -3.8 -0.198
C 0.259 -1.540 0.430 0.7 3.7 0.1 -0.514
N -0.221 -0.220 -0.263 1.4 0.8 2.7 -0.099
O -2.251 1.287 0.229 -0.3 1.2 0.3 -0.538
O -2.666 -1.072 -0.027 -0.6 -0.9 -0.1 -0.551
O 0.499 0.104 -1.376 0.4 -0.8 -1.8 -0.257
S -2.174 0.141 -0.639 0.5 -0.3 0.3 0.618
H 0.414 3.497 0.057 -0.3 -0.7 0.1 0.302
H 2.013 2.853 0.436 -0.7 -0.4 -0.9 0.354
H 0.962 2.024 -0.912 0.4 0.8 1.4 0.213
H -1.148 -1.188 1.746 -1.8 1.0 0.4 0.405
H -0.239 -2.327 2.357 1.0 -1.0 1.1 0.407
H 0.357 -0.553 2.338 0.4 -0.2 0.8 0.314
H 0.610 -0.578 -3.360 1.2 1.1 -1.0 0.343
H -0.790 -1.003 -2.646 -1.6 0.2 0.4 0.327
H 0.627 -1.890 -2.216 -0.1 1.2 0.2 0.247
H -0.315 1.485 1.643 -1.5 0.3 1.1 0.503
H 1.365 0.931 1.309 1.5 -1.4 1.1 0.236
H -0.285 -2.253 -0.087 -0.7 -2.0 -0.7 0.506
H 1.338 -1.558 0.293 0.1 -0.4 -0.4 0.358